No. 1
{
  "formula": "C28H74F3N7O10S",
  "method": "wB97M-V/def2-TZVPD",
  "spin_multiplicity": 1,
  "homo_energy_ev": -21.26,
  "gap_ev": 8.18,
  "total_charge": 6,
  "total_energy_ev": -80061.9244,
  "symbols": ["C", "C", "O", "N", "H", "H", "C", "H", "H", "H", "H", "H", "H", "C", "C", "O", "N", "H", "H", "C", "H", "H", "H", "H", "H", "H", "C", "C", "O", "N", "H", "H", "C", "H", "H", "H", "H", "H", "H", "C", "C", "O", "N", "H", "H", "C", "H", "H", "H", "H", "H", "H", "C", "N", "C", "C", "C", "C", "O", "H", "H", "H", "H", "H", "H", "H", "H", "H", "H", "H", "H", "H", "H", "C", "N", "C", "C", "C", "C", "O", "H", "H", "H", "H", "H", "H", "H", "H", "H", "H", "H", "H", "H", "H", "C", "N", "C", "C", "C", "C", "O", "H", "H", "H", "H", "H", "H", "H", "H", "H", "H", "H", "H", "H", "H", "C", "F", "F", "F", "S", "O", "O", "O"],
  "coordinates": [[-0.126, -3.579, -5.041], [-0.588, -2.580, -3.973], [-1.538, -2.737, -3.196], [0.133, -1.240, -4.111], [0.996, -1.267, -4.635], [-0.470, -0.538, -4.516], [0.585, -0.702, -2.707], [0.858, -3.948, -4.754], [-0.055, -3.112, -6.024], [-0.740, -4.479, -5.073], [1.052, 0.281, -2.746], [1.223, -1.450, -2.236], [-0.298, -0.647, -2.070], [3.472, 1.082, 4.071], [3.592, -0.072, 5.092], [3.635, -1.287, 4.763], [3.739, 0.359, 6.585], [2.881, 0.795, 6.893], [3.830, -0.447, 7.188], [4.901, 1.350, 6.905], [2.730, 1.833, 4.342], [3.198, 0.645, 3.110], [4.488, 1.472, 4.016], [4.692, 1.754, 7.895], [4.959, 2.162, 6.181], [5.843, 0.805, 6.854], [2.143, 6.168, 2.786], [1.603, 5.101, 1.923], [1.479, 5.176, 0.718], [0.820, 4.007, 2.732], [0.929, 3.080, 2.347], [1.248, 3.987, 3.646], [-0.688, 4.403, 3.004], [1.342, 6.842, 3.087], [2.871, 6.730, 2.202], [2.644, 5.808, 3.684], [-0.622, 5.303, 3.616], [-1.261, 3.612, 3.487], [-1.045, 4.675, 2.011], [-3.019, -1.671, 1.890], [-3.878, -1.936, 3.133], [-3.610, -2.705, 4.043], [-5.164, -1.133, 3.170], [-5.310, -0.684, 2.277], [-5.941, -1.776, 3.229], [-5.160, -0.137, 4.335], [-3.492, -1.969, 0.954], [-2.000, -2.059, 1.879], [-2.920, -0.591, 1.787], [-6.078, 0.448, 4.381], [-4.288, 0.501, 4.187], [-5.159, -0.695, 5.271], [2.905, 3.115, -2.166], [4.265, 3.089, -1.399], [4.585, 4.519, -1.046], [4.143, 2.101, -0.198], [5.410, 2.464, -2.276], [6.825, 2.514, -1.595], [7.388, 3.784, -1.951], [2.908, 3.888, -2.935], [2.170, 3.404, -1.415], [2.733, 2.076, -2.447], [3.849, 4.838, -0.308], [4.606, 5.072, -1.985], [5.507, 4.531, -0.464], [3.846, 1.085, -0.454], [3.378, 2.478, 0.481], [5.068, 2.077, 0.378], [5.426, 3.006, -3.221], [5.116, 1.432, -2.470], [7.431, 1.670, -1.922], [6.869, 2.460, -0.507], [8.302, 3.719, -1.663], [-3.865, 1.097, -5.109], [-4.390, 1.138, -3.680], [-3.584, 2.236, -2.947], [-5.889, 1.494, -3.740], [-4.104, -0.257, -2.903], [-4.457, -1.510, -3.684], [-5.767, -1.289, -4.161], [-4.181, 1.921, -5.749], [-4.234, 0.189, -5.587], [-2.780, 1.191, -5.117], [-2.553, 2.083, -3.265], [-3.862, 2.173, -1.894], [-3.911, 3.152, -3.438], [-6.349, 1.084, -2.842], [-6.376, 1.098, -4.632], [-6.102, 2.556, -3.861], [-4.629, -0.268, -1.947], [-3.043, -0.324, -2.661], [-4.462, -2.333, -2.970], [-3.710, -1.768, -4.435], [-6.015, -2.139, -4.533], [0.510, -6.822, -0.304], [-0.828, -6.065, -0.064], [-1.345, -5.312, -1.276], [-1.882, -7.239, 0.143], [-0.921, -5.257, 1.261], [0.176, -4.212, 1.380], [0.106, -3.291, 0.329], [0.351, -7.497, -1.145], [0.875, -7.333, 0.587], [1.365, -6.214, -0.600], [-1.964, -5.890, -1.962], [-0.420, -5.027, -1.777], [-1.920, -4.485, -0.860], [-1.949, -7.857, -0.753], [-2.862, -6.786, 0.296], [-1.685, -7.840, 1.030], [-0.908, -5.949, 2.103], [-1.875, -4.731, 1.248], [1.139, -4.647, 1.648], [-0.061, -3.739, 2.333], [0.237, -2.401, 0.664], [-1.175, 1.564, 0.496], [-0.878, 2.880, 0.307], [-1.989, 1.404, 1.492], [-1.655, 1.034, -0.653], [0.464, 0.616, 0.979], [1.379, 0.758, -0.135], [0.769, 1.331, 2.209], [0.039, -0.779, 1.150]]
}

No. 2
{
  "formula": "C28H74N2O10",
  "method": "wB97M-V/def2-TZVPD",
  "e_above_lowest_kcal_mol": 644.9,
  "spin_multiplicity": 1,
  "homo_energy_ev": -6.83,
  "gap_ev": 7.22,
  "total_energy_ev": -53658.9795,
  "symbols": ["C", "O", "H", "H", "H", "H", "C", "O", "C", "C", "N", "C", "C", "O", "C", "H", "H", "H", "H", "H", "H", "H", "H", "H", "H", "H", "H", "H", "H", "H", "C", "O", "C", "C", "N", "C", "C", "O", "C", "H", "H", "H", "H", "H", "H", "H", "H", "H", "H", "H", "H", "H", "H", "H", "C", "C", "C", "O", "H", "H", "H", "H", "H", "H", "H", "H", "C", "C", "C", "O", "H", "H", "H", "H", "H", "H", "H", "H", "C", "C", "C", "O", "H", "H", "H", "H", "H", "H", "H", "H", "C", "C", "C", "O", "H", "H", "H", "H", "H", "H", "H", "H", "C", "C", "C", "O", "H", "H", "H", "H", "H", "H", "H", "H"],
  "coordinates": [[-1.027, -2.891, 2.406], [-1.987, -2.416, 3.354], [-0.034, -2.746, 2.830], [-1.201, -3.949, 2.212], [-1.201, -2.314, 1.497], [-2.872, -2.558, 3.009], [-1.865, -0.349, 4.120], [-1.740, 0.518, 2.979], [-3.024, 1.027, 2.518], [-2.613, 1.898, 1.307], [-1.859, 3.119, 1.571], [-1.271, 3.625, 0.312], [-0.755, 5.081, 0.337], [0.540, 5.026, 0.900], [1.014, 6.278, 1.401], [-2.162, 0.121, 5.057], [-0.936, -0.915, 4.194], [-2.648, -1.076, 3.903], [-3.560, 1.688, 3.198], [-3.629, 0.174, 2.211], [-3.517, 2.149, 0.751], [-2.004, 1.244, 0.683], [-1.165, 2.844, 2.250], [-1.926, 3.497, -0.549], [-0.434, 2.970, 0.070], [-1.430, 5.766, 0.852], [-0.682, 5.524, -0.656], [0.456, 6.612, 2.275], [1.031, 7.060, 0.642], [2.051, 6.206, 1.727], [-2.661, -0.794, 1.696], [-2.494, 0.093, 0.568], [-3.526, 0.038, -0.411], [-3.027, 0.650, -1.693], [-1.892, -0.080, -2.293], [-2.347, -1.227, -3.078], [-1.205, -1.792, -3.894], [-1.759, -2.745, -4.818], [-0.978, -3.113, -5.907], [-1.923, -0.523, 2.450], [-2.532, -1.835, 1.401], [-3.625, -0.661, 2.188], [-4.479, 0.507, -0.167], [-3.808, -0.989, -0.644], [-2.656, 1.645, -1.449], [-3.852, 0.790, -2.392], [-1.186, -0.341, -1.620], [-3.180, -0.880, -3.689], [-2.823, -1.980, -2.450], [-0.386, -2.225, -3.319], [-0.666, -1.008, -4.425], [0.001, -3.557, -5.729], [-0.796, -2.208, -6.486], [-1.485, -3.842, -6.538], [-0.181, 0.982, -0.187], [0.271, -0.485, -0.550], [0.990, -1.188, 0.568], [-0.942, -1.181, -0.847], [-0.612, 0.952, 0.813], [-0.852, 1.398, -0.938], [0.701, 1.623, -0.182], [0.957, -0.428, -1.396], [1.375, -2.138, 0.196], [0.383, -1.386, 1.452], [1.853, -0.614, 0.905], [-1.724, -0.798, -0.445], [2.960, -2.966, 0.798], [2.923, -4.366, 1.335], [4.377, -4.930, 1.546], [2.217, -4.277, 2.605], [3.575, -2.186, 1.247], [1.969, -2.525, 0.687], [3.379, -3.018, -0.207], [2.273, -4.948, 0.682], [4.306, -5.872, 2.091], [4.976, -4.206, 2.099], [4.919, -4.975, 0.602], [2.803, -3.870, 3.247], [1.828, -3.779, -1.594], [1.290, -3.759, -2.976], [1.742, -2.399, -3.627], [1.997, -4.751, -3.667], [1.661, -4.762, -1.154], [1.557, -2.955, -0.933], [2.910, -3.674, -1.518], [0.220, -3.929, -2.850], [1.145, -2.214, -4.520], [2.795, -2.363, -3.908], [1.574, -1.563, -2.948], [2.174, -5.479, -3.067], [1.588, 3.199, 2.173], [1.383, 1.999, 3.157], [1.213, 0.741, 2.385], [2.482, 1.897, 4.044], [2.045, 4.012, 2.737], [0.657, 3.471, 1.675], [2.384, 2.962, 1.467], [0.466, 2.109, 3.736], [2.117, 0.564, 1.803], [0.378, 0.959, 1.719], [0.984, -0.126, 3.006], [2.316, 1.143, 4.614], [1.012, 4.991, -1.638], [0.797, 3.547, -2.095], [1.657, 2.488, -1.360], [-0.572, 3.306, -1.891], [0.656, 5.042, -0.609], [0.475, 5.701, -2.267], [2.044, 5.337, -1.707], [1.017, 3.429, -3.156], [2.714, 2.745, -1.424], [1.485, 1.518, -1.827], [1.376, 2.427, -0.308], [-0.730, 2.434, -2.260]]
}